The following is a DFT calculation (ωB97M-V/def2-TZVPD) of a structure of composition C25H17AuN4O5.

```
52
Properties=species:S:1:pos:R:3:forces:R:3
Au 0.61865 -0.89028 0.69800 -0.275 -0.156 0.120
O 3.22529 0.89765 3.21126 -0.012 -0.009 0.042
C 2.61977 0.25299 2.37831 0.076 0.013 -0.054
N 1.31225 0.32667 2.06072 -0.013 0.099 -0.030
C 0.31924 1.20418 2.57026 -0.012 -0.016 -0.018
C 0.56124 2.21037 3.49076 -0.025 0.008 0.005
C -0.49520 3.02109 3.88941 0.039 0.014 0.017
C -1.76577 2.82836 3.37750 -0.041 0.000 -0.012
C -2.01783 1.81933 2.45499 0.006 0.008 0.013
C -0.97054 1.00589 2.05191 0.019 -0.047 0.000
N -1.08951 -0.04859 1.11147 -0.032 0.005 0.124
C -2.19504 -0.46972 0.45185 -0.022 -0.074 0.035
O -3.32927 -0.06343 0.58778 -0.003 0.037 -0.047
C -1.87351 -1.58887 -0.51131 -0.008 -0.013 0.005
C -2.83411 -2.06089 -1.37697 -0.005 -0.019 0.051
C -2.49201 -3.06581 -2.26598 0.009 -0.019 -0.022
C -1.20348 -3.56901 -2.25472 -0.041 -0.022 -0.010
C -0.28983 -3.04604 -1.36343 -0.003 -0.042 0.144
N -0.62285 -2.08814 -0.49907 0.134 0.223 -0.154
C 3.34505 -0.75029 1.50385 0.007 -0.027 0.012
C 4.71057 -0.91075 1.59946 -0.020 0.028 0.005
C 5.34282 -1.76869 0.71458 0.016 -0.009 -0.027
C 4.59359 -2.41734 -0.25446 0.031 0.020 0.013
C 3.22864 -2.20963 -0.29480 -0.051 0.014 -0.022
N 2.62172 -1.42001 0.58968 0.001 -0.053 -0.043
H 1.55756 2.35494 3.87595 0.003 -0.001 0.005
H -0.31181 3.81299 4.60341 0.000 -0.004 0.001
H -2.57933 3.46918 3.69123 0.002 -0.003 -0.001
H -3.00263 1.66337 2.04533 0.002 0.001 -0.004
H -3.81603 -1.61103 -1.33764 0.009 0.013 -0.004
H -3.21822 -3.44117 -2.97415 -0.005 -0.005 0.007
H -0.88942 -4.33418 -2.94864 0.009 0.000 0.008
H 0.72500 -3.40754 -1.32606 0.037 0.038 -0.045
H 5.23614 -0.34058 2.35234 0.000 -0.003 0.001
H 6.41402 -1.91185 0.76270 -0.004 -0.003 0.006
H 5.05491 -3.06504 -0.98548 -0.010 0.003 0.000
H 2.60840 -2.64762 -1.06043 -0.022 0.015 -0.027
O 0.50260 2.12020 -0.65064 0.100 -0.145 -0.067
C -0.63957 1.96768 -1.35204 -0.027 -0.017 -0.063
C -1.68544 2.85845 -1.10605 0.002 -0.007 -0.005
C -2.86858 2.74629 -1.80959 -0.002 0.022 0.013
C -3.03058 1.75505 -2.77482 -0.002 -0.013 0.002
C -1.99538 0.87021 -3.01012 -0.002 0.014 -0.006
C -0.79642 0.94433 -2.30284 0.007 0.053 -0.001
C 0.25737 -0.11926 -2.52224 0.068 -0.117 0.195
O 0.07902 -0.98543 -3.37867 -0.026 0.003 -0.030
O 1.25074 -0.10257 -1.69505 0.103 0.169 -0.172
H 1.08494 1.37760 -0.97663 -0.037 0.034 0.037
H -1.54096 3.62654 -0.35670 0.001 -0.004 -0.005
H -3.67524 3.44028 -1.60664 0.005 -0.006 0.002
H -3.95684 1.67733 -3.32901 0.004 0.003 -0.001
H -2.08414 0.08280 -3.74857 0.008 -0.003 0.007
```
Positions in Å, forces in eV/Å.

Results
molar mass = 650.40 u
E_HOMO = -7.85 eV

=====

The following is a DFT calculation (ωB97M-V/def2-TZVPD) of a structure of composition C25H17Br2CoN4O.

```
50
Properties=species:S:1:pos:R:3:forces:R:3
Co 0.45723 0.99225 -0.24490 -0.103 -0.527 0.065
C 3.26427 0.22614 2.82337 -0.080 0.018 0.403
C 2.48891 0.42545 3.95789 0.277 -0.097 -0.251
C 1.18068 0.84453 3.80320 -0.464 0.146 -0.098
C 0.67489 1.03991 2.52714 0.683 -0.223 0.111
N 1.42755 0.80592 1.42436 0.305 0.034 0.643
C 2.69469 0.42660 1.58088 0.035 -0.076 -0.294
C -0.67402 1.51750 2.20983 -0.376 0.131 -0.510
C -1.68015 1.89650 3.08175 0.043 -0.034 0.219
C -2.89042 2.33020 2.56169 0.114 -0.047 -0.114
C -3.07513 2.38043 1.18726 -0.185 0.037 -0.072
C -2.03618 1.99337 0.35925 0.383 -0.143 0.473
N -0.87191 1.57488 0.88289 -1.003 0.404 0.828
C -1.99600 1.97577 -1.10663 0.054 -0.002 -0.696
C -3.03092 2.36474 -1.94245 -0.014 -0.009 0.476
C -2.83529 2.36028 -3.31139 0.280 -0.095 -0.208
C -1.59889 1.97017 -3.80738 -0.380 0.119 -0.020
C -0.61821 1.56991 -2.92013 0.260 -0.202 -0.002
N -0.80555 1.55530 -1.60157 -0.490 0.291 -0.397
H 4.29660 -0.08318 2.89837 -0.005 -0.007 -0.024
H 2.90209 0.25745 4.94275 -0.015 0.028 0.012
H 0.54514 1.02142 4.66016 0.055 -0.004 0.029
H 3.26561 0.27687 0.67284 -0.097 0.024 -0.053
H -1.52641 1.85595 4.15092 0.001 0.009 -0.011
H -3.68751 2.63361 3.22591 -0.004 -0.008 0.002
H -4.01665 2.71321 0.77381 0.018 0.016 -0.004
H -3.97462 2.67052 -1.51205 -0.011 0.028 -0.065
H -3.62807 2.65910 -3.98311 -0.010 0.018 0.020
H -1.39691 1.96991 -4.86862 0.019 -0.020 0.010
H 0.35347 1.24079 -3.26755 0.031 0.005 0.119
C -1.86412 -1.57338 0.97429 0.104 0.054 -0.007
C -0.71440 -2.08875 0.16147 0.275 0.210 -0.210
C -0.55722 -3.47331 -0.03609 0.023 -0.239 -0.049
C 0.47269 -3.95727 -0.79282 -0.182 0.064 0.142
C 1.38234 -3.05780 -1.37972 0.064 0.202 -0.046
C 2.47042 -3.42225 -2.20492 0.144 0.050 -0.096
Br 2.80527 -5.24263 -2.59498 -0.005 -0.005 0.006
C 3.29443 -2.46802 -2.73774 -0.013 -0.310 -0.016
C 3.08748 -1.11212 -2.46986 -0.314 0.362 0.294
Br 4.23598 0.18853 -3.20980 0.003 -0.080 -0.002
C 2.04754 -0.67583 -1.65677 0.122 -0.464 -0.133
O 1.83574 0.57471 -1.36832 0.687 0.305 -0.571
C 1.17439 -1.68297 -1.12089 0.123 -0.034 -0.083
N 0.13823 -1.22337 -0.36152 -0.240 0.003 0.135
H -2.60308 -2.35488 1.13450 -0.018 0.025 0.031
H -2.33848 -0.73707 0.46479 -0.074 0.024 -0.004
H -1.51437 -1.22460 1.94836 -0.037 -0.011 0.036
H -1.27128 -4.15157 0.41166 0.006 0.009 0.001
H 0.59089 -5.02073 -0.94830 0.008 0.003 -0.018
H 4.11926 -2.76222 -3.37183 0.001 0.018 -0.001
```
Positions in Å, forces in eV/Å.

Results
charge = +1
multiplicity = 2
molar mass = 608.18 u
energy relative to the best compared isomer or geometry (same formula, charge and spin) = 0.0 kJ/mol
E_HOMO (alpha / beta) = -9.83 / -9.80 eV

=====

The following is a DFT calculation (ωB97M-V/def2-TZVPD) of a structure of composition C25H17BrN4O2Sc.

```
50
Properties=species:S:1:pos:R:3:forces:R:3
Sc -0.05476 -0.24769 -0.15398 -0.166 0.196 -0.089
Br -7.10590 -2.12868 1.21717 -0.100 -0.021 0.044
C -5.38610 -1.78177 0.54009 0.125 -0.038 -0.092
C -4.79141 -2.68840 -0.34631 0.005 -0.045 -0.030
C -3.53741 -2.45048 -0.86314 -0.152 -0.105 0.009
C -2.81426 -1.31166 -0.48937 0.476 0.113 -0.211
O -1.60361 -1.09466 -0.97806 -0.711 -0.337 -0.114
C -3.42183 -0.39551 0.39526 -0.119 0.325 0.186
C -2.83856 0.89906 0.65361 -0.237 -0.091 -0.081
N -1.60129 1.20076 0.46908 0.317 0.112 0.186
C -1.17433 2.56298 0.43812 -0.183 -0.387 -0.106
C -1.69496 3.57802 1.18110 0.024 0.238 0.216
C -1.22037 4.90035 1.01316 -0.070 -0.131 0.047
C -0.24933 5.17714 0.09838 0.070 -0.001 -0.053
C 0.30752 4.13614 -0.68615 0.067 0.212 -0.040
C 1.30863 4.35020 -1.66205 -0.002 0.114 0.019
C 1.79700 3.29824 -2.37768 0.007 -0.110 -0.007
C 1.30098 2.01053 -2.10618 0.038 0.056 -0.084
N 0.36244 1.77184 -1.22298 -0.177 0.045 0.134
C -0.14948 2.82409 -0.50747 0.056 -0.178 -0.118
C -4.72086 -0.63666 0.88320 0.036 0.048 0.015
H -5.33363 -3.57982 -0.63440 0.009 0.017 0.000
H -3.08354 -3.13508 -1.56705 -0.011 -0.014 0.006
H -3.53621 1.68760 0.93825 -0.023 0.004 0.003
H -2.45747 3.37845 1.92383 0.008 0.006 -0.018
H -1.63768 5.69055 1.62192 -0.004 -0.009 -0.007
H 0.11237 6.18848 -0.03538 0.002 -0.010 -0.012
H 1.67879 5.35420 -1.83174 -0.020 -0.007 0.012
H 2.55939 3.42583 -3.13218 0.002 0.010 0.008
H 1.70566 1.15283 -2.63106 0.010 -0.002 -0.024
H -5.18559 0.09229 1.53617 -0.010 -0.023 -0.011
O 1.76983 -0.02476 0.37351 0.860 0.049 -0.011
C 2.93720 -0.67359 0.30035 -0.386 0.305 0.177
C 4.13101 0.03510 0.19021 0.156 0.009 -0.022
C 5.33152 -0.63997 0.08180 0.028 -0.013 0.004
C 5.36567 -2.03423 0.08458 -0.089 0.074 0.001
C 4.18300 -2.73325 0.21248 0.064 -0.076 -0.004
C 2.95965 -2.06866 0.33245 -0.134 -0.353 0.047
C 1.70872 -2.80917 0.52735 0.239 0.069 0.075
N 0.46440 -2.33615 0.47991 -0.055 -0.129 -0.141
C -0.37846 -3.40980 0.72658 -0.073 0.185 0.102
C 0.35522 -4.51853 0.95494 0.227 -0.050 -0.103
N 1.67055 -4.12596 0.80774 -0.148 -0.101 0.100
H 4.08839 1.11680 0.19469 0.008 -0.015 -0.001
H 6.25330 -0.07989 -0.00693 -0.003 -0.003 -0.002
H 6.30288 -2.56383 -0.01326 -0.008 0.018 0.006
H 4.21880 -3.81667 0.20336 0.009 0.019 -0.006
H -1.44918 -3.30451 0.73718 0.011 0.027 -0.013
H 0.07756 -5.52912 1.19616 0.012 0.025 -0.021
H 2.47572 -4.71300 0.93270 0.016 -0.028 0.022
```
Positions in Å, forces in eV/Å.

Results
charge = +1
molar mass = 530.30 u
energy relative to the best compared isomer or geometry (same formula, charge and spin) = 56.9 kJ/mol
E_HOMO = -10.86 eV

=====

The following is a DFT calculation (ωB97M-V/def2-TZVPD) of a structure of composition C25H17Cl2O2PPt.

```
48
Properties=species:S:1:pos:R:3:forces:R:3
Pt -0.74414 0.16066 -1.21251 0.711 0.217 -0.104
Cl 0.64757 6.39383 -5.01981 -0.005 0.015 -0.019
C 0.23646 5.12554 -3.90493 0.025 -0.046 -0.021
C -0.36826 5.46223 -2.68237 -0.034 -0.023 0.024
C -0.68010 4.48971 -1.77720 0.088 0.023 0.004
Cl -1.41975 4.92248 -0.27650 0.009 0.005 0.026
C -0.40319 3.10044 -2.00754 0.025 0.034 -0.114
O -0.63319 2.26162 -1.07903 0.000 -0.114 0.154
C 0.14588 2.79628 -3.29194 -0.003 -0.071 0.044
C 0.34070 1.45863 -3.75910 -0.003 0.095 0.045
O -0.06163 0.40015 -3.26135 -0.441 -0.075 0.066
C 0.48531 3.82163 -4.20453 -0.005 0.050 0.021
H -0.58950 6.49616 -2.45599 0.011 0.004 0.003
H 0.91120 1.36698 -4.69480 -0.102 0.004 -0.048
H 0.92688 3.55595 -5.15691 0.006 -0.001 0.000
C -1.67084 -0.02457 5.04715 0.004 0.000 0.006
C -0.58362 0.66064 4.52048 -0.016 0.011 -0.010
C -0.18017 0.42275 3.21721 0.034 -0.030 0.013
C -0.86514 -0.50380 2.43388 -0.148 0.101 -0.082
C -1.96995 -1.16975 2.95526 -0.030 0.022 -0.016
C -2.36426 -0.93558 4.26475 -0.016 -0.004 0.000
P -0.32915 -0.80772 0.73546 -0.025 -0.293 -0.086
C 1.46335 -1.05371 0.88191 0.001 0.169 0.179
C 2.34823 -0.07571 0.44284 0.008 0.028 -0.025
C 3.71715 -0.26930 0.56927 0.003 -0.001 0.013
C 4.20277 -1.44131 1.12871 -0.004 -0.001 -0.004
C 3.32083 -2.42091 1.56828 0.003 0.001 0.008
C 1.95466 -2.22492 1.45284 0.001 0.000 0.005
C -0.99365 -2.31691 0.02736 -0.233 0.230 -0.055
C -1.40044 -3.59653 0.36659 0.164 -0.069 -0.016
C -1.95981 -4.37333 -0.63917 -0.015 -0.015 0.023
C -2.11334 -3.86054 -1.92618 -0.013 0.007 -0.031
C -1.72045 -2.56770 -2.25229 0.141 -0.091 0.034
C -1.15078 -1.77646 -1.25811 -0.149 -0.152 -0.050
H -1.97916 0.15551 6.06875 -0.005 0.005 -0.002
H -0.05128 1.38271 5.12539 0.008 -0.008 0.004
H 0.67295 0.95242 2.81034 0.010 -0.008 0.004
H -2.52751 -1.86163 2.33612 0.027 -0.027 0.009
H -3.21626 -1.46444 4.67149 -0.004 0.007 0.001
H 1.96536 0.83349 -0.00705 -0.012 -0.018 -0.012
H 4.40218 0.49419 0.22457 0.004 -0.001 0.000
H 5.27007 -1.59574 1.22004 0.001 -0.001 -0.002
H 3.69900 -3.33865 1.99937 0.003 0.002 0.004
H 1.26852 -2.99054 1.79639 0.001 0.001 -0.009
H -1.28127 -3.99110 1.36868 -0.042 0.021 0.019
H -2.29232 -5.37995 -0.42152 0.013 -0.005 -0.003
H -2.56723 -4.48356 -2.68748 0.015 -0.013 -0.001
H -1.86265 -2.18964 -3.25684 -0.010 0.013 0.004
```
Positions in Å, forces in eV/Å.

Results
molar mass = 646.37 u
energy relative to the best compared isomer or geometry (same formula, charge and spin) = 59.6 kJ/mol
E_HOMO = -7.82 eV

=====

Which of these has the lowest molar mass?
C25H17BrN4O2Sc